(1)
Computed, not measured: 12 unconnected molecules or ions with the total composition BH26O11, with the ωB97M-V functional and the def2-TZVPD basis.

ORCA input file:
```
! wB97M-V def2-TZVPD RIJCOSX def2/J DEFGRID3
* xyz -1 1
B 0.156 -0.488 0.046
H -0.785 -1.177 -0.175
H 0.483 -0.617 1.143
H 1.066 -0.769 -0.755
H -0.266 0.665 -0.114
O -1.516 2.797 -1.043
H -1.092 2.417 -1.815
H -2.175 3.205 -1.621
O 0.452 -0.589 -3.495
H 0.923 -1.068 -3.899
H 0.595 -0.787 -2.434
O -0.201 1.758 3.257
H -0.843 2.369 2.801
H 0.011 1.000 2.728
O -2.089 3.123 1.775
H -2.010 4.028 2.162
H -1.516 2.888 1.150
O -2.058 -2.464 2.220
H -2.015 -1.896 3.052
H -1.245 -2.226 1.675
O 1.914 2.326 0.258
H 2.431 2.284 1.109
H 1.381 1.446 0.388
O -2.399 -3.550 -1.591
H -1.630 -3.196 -0.967
H -1.886 -4.158 -2.330
O 3.771 0.797 -1.524
H 3.779 1.625 -1.880
H 3.053 0.414 -1.918
O 0.765 -3.740 -0.562
H 1.715 -3.773 -0.795
H 0.935 -3.167 0.189
O -3.387 1.149 -0.778
H -3.348 0.388 -0.164
H -2.505 1.364 -0.817
O 3.468 -0.707 1.491
H 3.415 -1.320 2.106
H 2.654 -0.349 1.126
*
```

Output
HOMO-LUMO gap   0.3537 Eh
Energy above the lowest of the compared OMol25 structures with the same formula, charge and spin   450.7 kJ/mol
HOMO   -6.89 eV

Mulliken atomic charge list, values in e, 2 entries:
1 B 1.59
2 H -0.51

(2)
Computed, not measured: 12 unconnected molecules or ions with the total composition BH26O11, with the ωB97M-V functional and the def2-TZVPD basis.

ORCA input file:
```
! wB97M-V def2-TZVPD RIJCOSX def2/J DEFGRID3
* xyz -1 1
B 0.067 0.030 0.177
H 0.587 -0.543 1.204
H 0.132 -0.545 -0.970
H -1.146 0.329 0.539
H 0.764 1.048 -0.038
O 2.940 -2.392 -0.488
H 3.675 -1.937 -0.032
H 2.098 -2.235 -0.127
O 1.666 0.071 4.609
H 1.469 0.973 4.227
H 1.585 -0.584 3.965
O -2.480 -1.899 -1.355
H -2.739 -2.529 -0.651
H -1.653 -1.508 -1.273
O 0.739 -2.659 -2.666
H -0.139 -3.304 -2.658
H 0.623 -2.035 -1.907
O 2.676 -0.077 -1.867
H 2.182 0.018 -1.033
H 2.898 -0.951 -1.879
O 0.519 1.344 -3.277
H 1.257 1.150 -2.842
H 0.632 2.221 -3.421
O -2.980 2.680 1.104
H -3.308 3.130 0.415
H -2.030 2.723 1.348
O 1.244 1.973 2.796
H 0.544 1.550 2.215
H 1.913 1.705 2.154
O -0.953 3.303 -1.431
H -0.405 3.933 -1.806
H -0.282 2.650 -1.033
O -0.411 -2.931 2.065
H -0.214 -3.231 2.998
H 0.104 -2.231 1.657
O -4.128 0.408 -0.482
H -3.915 0.768 0.306
H -3.533 -0.401 -0.534
*
```

Output
HOMO-LUMO gap   0.3563 Eh
Energy above the lowest of the compared OMol25 structures with the same formula, charge and spin   276.4 kJ/mol
HOMO   -7.10 eV

Mulliken atomic charge list, values in e, 2 entries:
1 B 1.31
2 H -0.43

(3)
Computed, not measured: 12 unconnected molecules or ions with the total composition BH26O11, with the ωB97M-V functional and the def2-TZVPD basis.

ORCA input file:
```
! wB97M-V def2-TZVPD RIJCOSX def2/J DEFGRID3
* xyz -1 1
B -26.546 21.018 19.001
H -27.349 21.137 18.291
H -25.828 20.367 18.526
H -26.178 22.013 19.195
H -26.875 20.612 19.945
O -21.661 19.097 18.074
H -20.840 19.591 18.065
H -22.239 19.603 18.645
O -27.021 18.462 15.914
H -27.065 19.267 16.429
H -26.212 18.038 16.199
O -25.104 19.851 23.221
H -25.327 18.969 22.925
H -24.892 20.327 22.418
O -27.455 24.284 16.277
H -26.870 23.600 15.952
H -28.163 23.807 16.711
O -23.837 16.528 15.932
H -23.491 16.652 15.049
H -23.381 17.181 16.463
O -30.221 19.560 19.576
H -29.873 19.584 20.467
H -29.498 19.865 19.028
O -22.788 23.217 19.285
H -23.716 22.991 19.220
H -22.418 22.956 18.442
O -24.888 20.349 13.585
H -25.200 20.121 12.710
H -25.204 19.640 14.145
O -28.314 24.108 20.830
H -27.983 23.253 20.554
H -28.814 24.426 20.079
O -26.446 16.934 21.043
H -26.365 16.258 20.370
H -26.446 17.758 20.556
O -29.742 20.563 23.430
H -28.895 20.789 23.815
H -30.357 21.184 23.821
*
```

Output
HOMO-LUMO gap   0.3123 Eh
Energy above the lowest of the compared OMol25 structures with the same formula, charge and spin   241.0 kJ/mol
HOMO   -6.14 eV

Mulliken atomic charge list, values in e, 2 entries:
1 B 0.71
2 H -0.39

(4)
Computed, not measured: 2 unconnected molecules or ions with the total composition BH3OS, with the ωB97M-V functional and the def2-TZVPD basis.

ORCA input file:
```
! wB97M-V def2-TZVPD RIJCOSX def2/J DEFGRID3
* xyz 0 1
B -0.183 0.369 -0.265
O -0.528 -0.721 0.255
S 1.533 0.634 0.008
H -0.634 0.986 -1.095
H -2.013 -1.066 0.074
H 1.826 -0.203 1.024
*
```

Output
HOMO-LUMO gap   0.3065 Eh
Energy above the lowest of the compared OMol25 structures with the same formula, charge and spin   302.8 kJ/mol
HOMO   -9.63 eV

Mulliken atomic charge list, values in e, 2 entries:
1 B 0.44
2 O -0.51

(5)
Computed, not measured: BH4NO3 in the gas phase, with the ωB97M-V functional and the def2-TZVPD basis.

ORCA input file:
```
! wB97M-V def2-TZVPD RIJCOSX def2/J DEFGRID3
* xyz 0 1
N -0.298 -1.341 -1.201
O 0.248 0.252 -1.119
B 0.506 0.687 0.134
O 0.103 0.057 1.255
O 1.052 1.937 0.042
H 0.617 -1.932 -1.119
H -0.669 -1.423 -2.098
H 0.368 0.138 2.231
H 1.447 2.325 0.799
*
```

Output
HOMO-LUMO gap   0.3856 Eh
Energy above the lowest of the compared OMol25 structures with the same formula, charge and spin   48.1 kJ/mol
HOMO   -10.15 eV
Structure (SMILES)   NOB(O)O

Mulliken atomic charge list, values in e, 2 entries:
1 N -0.37
2 O -0.39

(6)
Computed, not measured: BH4NS in the gas phase, with the ωB97M-V functional and the def2-TZVPD basis.

ORCA input file:
```
! wB97M-V def2-TZVPD RIJCOSX def2/J DEFGRID3
* xyz 0 1
N 0.986 0.633 0.150
B 0.035 -0.333 -0.148
S -1.697 0.085 0.146
H 1.933 0.602 -0.064
H 0.744 1.541 0.434
H 0.092 -1.391 -0.534
H -2.093 -1.137 0.016
*
```

Output
HOMO-LUMO gap   0.3655 Eh
Energy above the lowest of the compared OMol25 structures with the same formula, charge and spin   0.0 kJ/mol
HOMO   -9.36 eV
Structure (SMILES)   NBS

Mulliken atomic charge list, values in e, 2 entries:
1 N -0.25
2 B 0.13

(7)
Computed, not measured: a molecular structure, Ba2Cl2O8Pb, with the ωB97M-V functional and the def2-TZVPD basis.

ORCA input file:
```
! wB97M-V def2-TZVPD RIJCOSX def2/J DEFGRID3
* xyz 4 1
Ba 1.469 -0.437 3.235
Ba 0.358 -5.175 -1.476
Pb -4.597 -0.804 1.554
Cl -0.993 -1.298 -0.123
O -0.128 -1.044 1.013
O -0.811 -0.368 -1.235
O -0.577 -2.484 -0.707
O -2.317 -0.984 0.054
Cl 1.419 2.514 -0.411
O 0.672 2.409 -1.614
O 2.778 2.399 -0.876
O 1.390 3.817 0.234
O 1.335 1.454 0.352
*
```

Output
HOMO-LUMO gap   0.0686 Eh
HOMO   -17.20 eV

Mulliken atomic charge list, values in e, 2 entries:
1 Ba 1.90
2 Ba 1.93

(8)
Computed, not measured: a molecular structure, BaCl2O8Pb2, with the ωB97M-V functional and the def2-TZVPD basis.

ORCA input file:
```
! wB97M-V def2-TZVPD RIJCOSX def2/J DEFGRID3
* xyz 4 1
Ba -8.865 -22.967 -0.696
Pb -12.288 -17.407 -1.624
Pb -15.124 -23.509 0.269
Cl -12.562 -21.620 -2.243
O -12.862 -22.084 -3.618
O -13.528 -21.920 -1.215
O -11.337 -22.108 -1.754
O -12.585 -20.186 -2.319
Cl -13.866 -17.700 -5.253
O -15.213 -18.003 -5.055
O -13.752 -16.225 -5.489
O -13.016 -17.943 -4.246
O -13.322 -18.494 -6.419
*
```

Output
HOMO-LUMO gap   0.0614 Eh
HOMO   -17.96 eV

Mulliken atomic charge list, values in e, 2 entries:
1 Ba 1.92
2 Pb 1.66

(9)
Computed, not measured: a molecular structure, BaH18O9, with the ωB97M-V functional and the def2-TZVPD basis.

ORCA input file:
```
! wB97M-V def2-TZVPD RIJCOSX def2/J DEFGRID3
* xyz 2 1
Ba -17.067 -7.860 6.281
O -18.349 -7.596 4.712
H -18.881 -6.809 4.595
H -18.622 -8.177 4.002
O -18.853 -7.213 7.219
H -19.519 -6.554 7.415
H -18.965 -7.877 7.898
O -16.128 -8.441 4.442
H -16.151 -8.096 3.549
H -15.918 -9.368 4.335
O -16.481 -7.004 8.089
H -15.864 -7.349 8.734
H -16.513 -6.064 8.265
O -15.577 -9.179 6.756
H -15.691 -10.117 6.603
H -14.691 -9.099 7.109
O -17.275 -5.849 5.812
H -17.096 -5.384 4.995
H -17.740 -5.212 6.354
O -18.049 -9.596 5.788
H -17.628 -10.133 5.116
H -18.972 -9.578 5.537
O -15.083 -6.969 5.949
H -14.740 -6.821 5.067
H -14.459 -7.574 6.350
O -17.425 -8.941 8.255
H -17.649 -8.826 9.179
H -18.178 -9.398 7.881
*
```

Output
HOMO-LUMO gap   0.3232 Eh
Energy above the lowest of the compared OMol25 structures with the same formula, charge and spin   2065.5 kJ/mol
HOMO   -15.56 eV

Mulliken atomic charge list, values in e, 2 entries:
1 Ba 3.25
2 O -0.52

(10)
Computed, not measured: a molecular structure, BeFH16O8, with the ωB97M-V functional and the def2-TZVPD basis.

ORCA input file:
```
! wB97M-V def2-TZVPD RIJCOSX def2/J DEFGRID3
* xyz 1 1
Be -1.263 0.695 0.277
F 0.252 0.608 0.282
O 2.096 2.524 0.523
H 2.382 2.658 -0.403
H 1.540 1.736 0.506
O 0.230 -2.255 -0.770
H -0.222 -2.954 -1.269
H 0.440 -1.538 -1.355
O -1.697 1.606 1.652
H -2.379 1.616 2.336
H -1.390 2.533 1.593
O 2.338 -0.788 0.675
H 2.717 -0.592 -0.133
H 1.535 -0.201 0.714
O -1.995 -0.837 0.345
H -2.844 -1.242 0.623
H -1.408 -1.558 0.099
O -1.877 1.424 -1.174
H -1.756 0.940 -2.012
H -1.882 2.358 -1.489
O 0.937 -0.315 -2.270
H 1.624 0.355 -2.059
H 1.204 -0.793 -3.047
O 0.577 -1.853 2.444
H -0.159 -2.452 2.292
H 1.000 -1.676 1.619
*
```

Output
HOMO-LUMO gap   0.3442 Eh
Energy above the lowest of the compared OMol25 structures with the same formula, charge and spin   42.9 kJ/mol
HOMO   -13.34 eV

Mulliken atomic charge list, values in e, 2 entries:
1 Be 0.01
2 F -0.47

(11)
Computed, not measured: 2 unconnected molecules or ions with the total composition Br2H2N2S, with the ωB97M-V functional and the def2-TZVPD basis.

ORCA input file:
```
! wB97M-V def2-TZVPD RIJCOSX def2/J DEFGRID3
* xyz 0 1
N -1.612 0.249 -0.823
N 1.103 0.434 0.818
S 0.499 1.641 0.033
Br -1.553 -1.082 0.339
Br 2.187 -1.105 -0.139
H -1.157 -0.023 -1.697
H 0.533 -0.113 1.468
*
```

Output
HOMO-LUMO gap (alpha / beta)   0.2776 / 0.2929 Eh
Energy above the lowest of the compared OMol25 structures with the same formula, charge and spin   195.8 kJ/mol
HOMO (alpha / beta)   -8.98 / -9.53 eV

Mulliken atomic charge list, values in e, 2 entries:
1 N -0.43
2 N -0.30

(12)
Computed, not measured: Br2H2N2S in the gas phase, with the ωB97M-V functional and the def2-TZVPD basis.

ORCA input file:
```
! wB97M-V def2-TZVPD RIJCOSX def2/J DEFGRID3
* xyz 0 1
Br 3.004 -0.647 1.244
N 1.155 -0.377 0.917
S 0.737 0.583 -0.607
N -0.343 1.564 -0.023
Br -0.034 3.311 1.011
H 0.591 -1.201 0.974
H -1.309 1.273 0.209
*
```

Output
HOMO-LUMO gap   0.3045 Eh
Energy above the lowest of the compared OMol25 structures with the same formula, charge and spin   42.0 kJ/mol
HOMO   -9.24 eV
Structure (SMILES)   BrNSNBr

Mulliken atomic charge list, values in e, 2 entries:
1 Br -0.02
2 N -0.37

Number 1: strongest force on any atom 19.15 eV/Å. Number 2: strongest force on any atom 6.56 eV/Å. Number 3: strongest force on any atom 4.62 eV/Å. Number 4: strongest force on any atom 9.77 eV/Å. Number 5: strongest force on any atom 5.31 eV/Å. Number 6: strongest force on any atom 1.98 eV/Å. Number 7: strongest force on any atom 14.26 eV/Å. Number 8: strongest force on any atom 15.04 eV/Å. Number 9: strongest force on any atom 10.68 eV/Å. Number 10: strongest force on any atom 3.14 eV/Å. Number 11: strongest force on any atom 2.08 eV/Å. Number 12: strongest force on any atom 2.69 eV/Å.